Model one:
{
  "formula": "C18H52N4O7",
  "method": "ωB97M-V/def2-TZVPD",
  "gap_ev": 9.31,
  "smiles": "COC[C@H](C)N.COC[C@H](C)N.COC[C@H](C)N.COCCNCCOC.O.O",
  "elements": ["C", "O", "C", "C", "C", "N", "H", "H", "H", "H", "H", "H", "H", "H", "H", "H", "H", "C", "O", "C", "C", "C", "N", "H", "H", "H", "H", "H", "H", "H", "H", "H", "H", "H", "C", "O", "C", "C", "C", "N", "H", "H", "H", "H", "H", "H", "H", "H", "H", "H", "H", "C", "O", "C", "C", "N", "C", "C", "O", "C", "H", "H", "H", "H", "H", "H", "H", "H", "H", "H", "H", "H", "H", "H", "H", "O", "H", "H", "O", "H", "H"],
  "coordinates": [[4.213, 1.475, 0.050], [4.602, 1.582, -1.247], [3.482, 1.591, -2.095], [3.000, 0.181, -2.375], [3.747, -0.505, -3.498], [1.564, 0.375, -2.747], [5.075, 1.660, 0.647], [3.990, 0.457, 0.328], [3.357, 2.076, 0.326], [2.633, 2.067, -1.606], [3.608, 2.246, -2.975], [2.960, -0.436, -1.474], [3.396, -1.518, -3.728], [4.794, -0.694, -3.190], [3.620, 0.020, -4.464], [0.989, 0.565, -1.942], [1.258, -0.454, -3.214], [1.727, 0.874, 3.056], [0.565, 1.664, 3.185], [-0.598, 0.823, 3.326], [-1.901, 1.698, 3.400], [-1.962, 2.507, 4.718], [-3.018, 0.806, 3.234], [2.466, 1.618, 2.782], [1.596, 0.047, 2.358], [1.983, 0.430, 4.011], [-0.786, 0.118, 2.490], [-0.394, 0.299, 4.269], [-2.036, 2.337, 2.514], [-2.839, 3.138, 4.752], [-0.972, 2.947, 4.812], [-2.064, 1.894, 5.608], [-2.934, 0.006, 3.844], [-3.861, 1.225, 3.624], [-2.830, -0.090, -2.372], [-3.067, 1.291, -2.453], [-2.065, 1.906, -3.272], [-2.166, 3.407, -3.230], [-3.558, 3.911, -3.687], [-1.075, 4.082, -3.948], [-1.865, -0.309, -1.953], [-2.785, -0.593, -3.364], [-3.507, -0.560, -1.714], [-1.074, 1.606, -2.971], [-2.227, 1.534, -4.297], [-2.033, 3.730, -2.198], [-3.793, 3.523, -4.702], [-3.488, 4.997, -3.689], [-4.400, 3.626, -3.017], [-0.154, 3.835, -3.673], [-1.121, 4.023, -4.952], [3.674, -5.354, -0.116], [2.767, -4.356, 0.253], [1.963, -4.034, -0.814], [0.952, -2.957, -0.428], [-0.038, -3.321, 0.592], [-0.977, -2.281, 0.854], [-1.735, -2.534, 2.114], [-0.832, -2.589, 3.203], [-1.394, -3.375, 4.298], [4.191, -5.085, -1.052], [3.124, -6.282, -0.176], [4.399, -5.433, 0.666], [1.440, -4.956, -1.122], [2.513, -3.599, -1.685], [0.427, -2.706, -1.342], [1.513, -2.052, -0.151], [0.289, -3.686, 1.458], [-1.616, -2.194, -0.028], [-0.489, -1.305, 0.969], [-2.269, -3.492, 2.007], [-2.554, -1.806, 2.173], [-1.508, -4.402, 3.998], [-2.369, -2.947, 4.591], [-0.726, -3.274, 5.142], [-3.019, 2.003, 0.407], [-3.272, 1.305, 1.047], [-3.405, 1.802, -0.458], [-0.239, 1.924, -0.270], [-1.151, 1.955, 0.075], [0.294, 1.990, 0.504]],
  "mulliken_charge": [-0.854, -0.403, -0.818, 1.449, -1.660, -0.552, 0.409, 0.310, 0.329, 0.358, 0.349, -0.377, 0.400, 0.371, 0.368, 0.000, 0.261, -0.545, -0.436, 0.090, 0.572, -1.608, -0.618, 0.237, 0.165, 0.363, -0.391, 0.456, -0.004, 0.443, 0.368, 0.361, 0.229, 0.213, -0.581, -0.394, -0.122, 0.581, -1.405, -0.668, 0.037, 0.375, 0.382, -0.073, 0.349, 0.112, 0.311, 0.430, 0.282, 0.200, 0.228, -0.795, -0.295, -0.579, -0.341, -0.343, 0.151, -0.921, -0.211, -0.909, 0.305, 0.325, 0.251, 0.390, 0.250, 0.199, 0.206, 0.304, 0.141, -0.058, 0.641, 0.398, 0.350, 0.320, 0.263, -0.655, 0.330, 0.251, -0.325, 0.241, 0.244]
}



Model two:
{
  "formula": "C18H52N4O7",
  "method": "ωB97M-V/def2-TZVPD",
  "gap_ev": 9.23,
  "smiles": "COC[C@H](C)N.COC[C@H](C)N.COC[C@H](C)N.COCCNCCOC.O.O",
  "elements": ["C", "O", "C", "C", "C", "N", "H", "H", "H", "H", "H", "H", "H", "H", "H", "H", "H", "C", "O", "C", "C", "C", "N", "H", "H", "H", "H", "H", "H", "H", "H", "H", "H", "H", "C", "O", "C", "C", "C", "N", "H", "H", "H", "H", "H", "H", "H", "H", "H", "H", "H", "C", "O", "C", "C", "N", "C", "C", "O", "C", "H", "H", "H", "H", "H", "H", "H", "H", "H", "H", "H", "H", "H", "H", "H", "O", "H", "H", "O", "H", "H"],
  "coordinates": [[-16.579, 12.754, -7.038], [-16.810, 11.401, -7.155], [-17.038, 10.701, -5.991], [-15.846, 10.576, -5.027], [-14.517, 10.311, -5.679], [-16.192, 9.611, -4.079], [-16.587, 13.275, -7.981], [-15.680, 12.904, -6.435], [-17.403, 13.228, -6.531], [-17.885, 11.001, -5.405], [-17.370, 9.726, -6.372], [-15.802, 11.560, -4.514], [-13.726, 10.244, -4.919], [-14.385, 11.096, -6.423], [-14.568, 9.383, -6.264], [-15.653, 9.821, -3.172], [-16.126, 8.649, -4.342], [-15.958, 14.208, -3.357], [-16.539, 13.484, -2.245], [-16.100, 13.967, -0.934], [-16.739, 13.204, 0.181], [-17.740, 13.995, 0.995], [-15.683, 12.591, 1.049], [-16.384, 13.652, -4.232], [-14.846, 14.324, -3.331], [-16.337, 15.295, -3.436], [-14.987, 13.959, -0.857], [-16.386, 15.080, -0.836], [-17.211, 12.382, -0.376], [-18.033, 13.357, 1.769], [-18.596, 14.398, 0.539], [-17.224, 14.900, 1.376], [-15.226, 13.288, 1.686], [-16.184, 11.841, 1.587], [-13.300, 7.607, 1.614], [-14.155, 8.587, 2.177], [-15.423, 8.531, 1.587], [-16.412, 9.456, 2.227], [-16.976, 9.087, 3.594], [-17.509, 9.855, 1.360], [-13.412, 7.700, 0.501], [-13.516, 6.562, 1.845], [-12.315, 7.837, 2.000], [-15.341, 8.801, 0.497], [-15.820, 7.530, 1.631], [-15.893, 10.407, 2.429], [-17.396, 8.127, 3.619], [-17.741, 9.844, 3.809], [-16.271, 9.110, 4.436], [-17.143, 10.129, 0.413], [-18.131, 8.996, 1.154], [-8.614, 12.919, -6.176], [-9.776, 12.907, -5.373], [-9.550, 11.762, -4.483], [-10.685, 11.704, -3.491], [-10.637, 12.905, -2.624], [-11.486, 12.706, -1.440], [-11.886, 13.994, -0.845], [-12.644, 14.569, -1.862], [-12.798, 15.964, -1.694], [-8.531, 11.950, -6.750], [-7.713, 12.983, -5.622], [-8.694, 13.745, -6.817], [-8.555, 11.829, -3.932], [-9.611, 10.855, -5.091], [-10.403, 10.862, -2.799], [-11.640, 11.612, -3.967], [-10.915, 13.766, -3.169], [-10.870, 12.121, -0.840], [-12.397, 12.154, -1.709], [-10.897, 14.501, -0.606], [-12.420, 13.908, 0.100], [-11.916, 16.438, -2.100], [-12.902, 16.299, -0.676], [-13.630, 16.242, -2.319], [-13.204, 10.981, 0.884], [-14.073, 11.452, 0.758], [-13.505, 10.301, 1.558], [-14.960, 10.788, -1.276], [-14.102, 10.796, -0.814], [-15.174, 11.674, -1.467]],
  "mulliken_charge": [-0.609, -0.407, -0.894, 1.536, -1.350, -0.599, 0.299, 0.222, 0.271, 0.421, 0.346, -0.615, 0.305, 0.314, 0.358, 0.116, 0.229, -0.216, -0.437, -0.490, 0.570, -1.821, -0.114, -0.012, 0.000, 0.309, -0.148, 0.349, 0.199, 0.465, 0.423, 0.390, 0.236, -0.138, -0.693, -0.458, -0.429, 1.024, -1.796, -0.587, 0.282, 0.311, 0.264, 0.113, 0.540, -0.022, 0.419, 0.438, 0.320, 0.131, 0.306, -0.778, -0.284, -0.685, -0.719, -0.388, -0.608, -0.666, 0.044, -1.013, 0.268, 0.351, 0.275, 0.320, 0.420, 0.392, 0.421, 0.330, 0.582, 0.132, 0.351, 0.428, 0.337, 0.382, 0.245, -0.716, 0.373, 0.424, -0.384, 0.291, 0.205]
}



Last place for stability: model two



Model one:
{
  "formula": "C4H5NS3",
  "method": "ωB97M-V/def2-TZVPD",
  "gap_ev": 8.71,
  "smiles": "S/N=C/C1SC=CS1",
  "elements": ["S", "N", "C", "C", "S", "C", "C", "S", "H", "H", "H", "H", "H"],
  "coordinates": [[-1.474, -2.903, 0.529], [-0.720, -1.367, 0.411], [-0.097, -0.983, -0.653], [0.889, 0.199, -0.715], [0.275, 1.526, -1.559], [-0.348, 2.255, -0.182], [0.171, 2.013, 0.943], [1.322, 0.608, 1.035], [-1.319, -2.914, 2.003], [-0.190, -1.755, -1.627], [1.767, -0.235, -1.318], [-0.957, 3.117, -0.258], [0.073, 2.773, 1.899]],
  "mulliken_charge": [-0.175, -0.299, -0.084, -0.059, -0.129, -0.332, -0.123, -0.161, 0.180, 0.241, 0.344, 0.360, 0.237]
}



Model two:
{
  "formula": "C4H5NS3",
  "method": "ωB97M-V/def2-TZVPD",
  "gap_ev": 7.51,
  "smiles": "CC(=S)C(=S)C(N)=S",
  "elements": ["C", "C", "S", "C", "S", "C", "N", "S", "H", "H", "H", "H", "H"],
  "coordinates": [[0.879, -0.518, 1.911], [-0.323, -0.077, 1.120], [-1.706, 0.597, 1.622], [-0.344, -0.521, -0.294], [-0.342, -2.063, -0.798], [-0.172, 0.716, -1.119], [-0.790, 0.742, -2.309], [1.205, 1.535, -0.803], [0.810, -0.409, 3.000], [1.105, -1.594, 1.472], [1.825, 0.024, 1.604], [-0.614, 1.528, -3.051], [-1.533, 0.040, -2.354]],
  "mulliken_charge": [-0.835, 0.249, -0.224, -0.140, -0.177, 0.489, -0.408, -0.293, 0.333, 0.267, 0.253, 0.271, 0.216]
}



Last place for stability: model one



Model one:
{
  "formula": "C20H31N3O4S",
  "method": "ωB97M-V/def2-TZVPD",
  "gap_ev": 9.30,
  "smiles": "Cc1ccc(S(=O)(=O)N2CCC(C(=O)NCCN3CCOCC3)CC2)cc1C",
  "elements": ["C", "C", "C", "C", "C", "S", "O", "O", "N", "C", "C", "C", "C", "O", "N", "C", "C", "N", "C", "C", "O", "C", "C", "C", "C", "C", "C", "C", "H", "H", "H", "H", "H", "H", "H", "H", "H", "H", "H", "H", "H", "H", "H", "H", "H", "H", "H", "H", "H", "H", "H", "H", "H", "H", "H", "H", "H", "H", "H"],
  "coordinates": [[-2.700, -0.085, 7.377], [-2.099, 0.426, 6.105], [-0.846, 1.026, 6.118], [-0.271, 1.508, 4.954], [-0.966, 1.382, 3.770], [-0.271, 1.978, 2.237], [1.013, 2.574, 2.509], [-1.240, 2.786, 1.553], [-0.158, 0.534, 1.385], [0.880, -0.355, 1.864], [2.275, 0.035, 1.370], [2.299, 0.204, -0.153], [2.135, -1.129, -0.883], [1.795, -2.168, -0.355], [2.446, -1.048, -2.198], [2.118, -2.092, -3.138], [0.882, -1.689, -3.957], [1.112, -0.386, -4.563], [-0.060, 0.469, -4.672], [-0.974, 0.063, -5.834], [-0.265, 0.067, -7.055], [0.845, -0.804, -7.001], [1.791, -0.434, -5.850], [1.184, 1.175, -0.574], [-0.166, 0.681, -0.054], [-2.213, 0.790, 3.732], [-2.795, 0.306, 4.895], [-4.147, -0.334, 4.851], [-3.647, 0.413, 7.579], [-2.032, 0.087, 8.217], [-2.898, -1.154, 7.304], [-0.313, 1.119, 7.053], [0.698, 1.980, 4.947], [0.845, -0.332, 2.955], [0.639, -1.364, 1.520], [2.984, -0.739, 1.667], [2.559, 0.981, 1.833], [3.268, 0.623, -0.449], [2.591, -0.142, -2.618], [1.914, -2.999, -2.566], [2.975, -2.264, -3.794], [0.033, -1.607, -3.274], [0.659, -2.480, -4.686], [-0.613, 0.451, -3.731], [0.298, 1.488, -4.849], [-1.790, 0.776, -5.956], [-1.394, -0.939, -5.649], [1.352, -0.710, -7.962], [0.495, -1.843, -6.885], [2.614, -1.148, -5.800], [2.201, 0.563, -6.040], [1.144, 1.284, -1.660], [1.381, 2.153, -0.131], [-0.955, 1.396, -0.290], [-0.414, -0.294, -0.487], [-2.719, 0.721, 2.782], [-4.846, 0.202, 5.492], [-4.537, -0.335, 3.838], [-4.096, -1.363, 5.207]],
  "mulliken_charge": [-1.516, 1.248, -1.009, -0.470, -0.386, 1.531, -0.705, -0.776, 0.054, -0.971, -1.205, 0.093, 0.165, -0.669, -0.151, -1.198, -0.520, 0.289, -0.708, -0.586, -0.398, -0.489, -0.841, -0.649, -1.248, -0.571, 0.886, -1.659, 0.341, 0.378, 0.327, 0.338, 0.513, 0.434, 0.486, 0.471, 0.468, 0.541, 0.380, 0.474, 0.338, 0.535, 0.266, 0.274, 0.374, 0.388, 0.316, 0.365, 0.294, 0.356, 0.367, 0.590, 0.446, 0.476, 0.509, 0.340, 0.349, 0.391, 0.333]
}



Model two:
{
  "formula": "C20H31N3O4S",
  "method": "ωB97M-V/def2-TZVPD",
  "gap_ev": 7.97,
  "smiles": "CNC(=O)[C@H](CCSC)NC(C)=O.O=C(O)c1ccc(N2CCCCC2)cc1",
  "elements": ["C", "N", "C", "O", "C", "C", "C", "S", "C", "N", "C", "C", "O", "H", "H", "H", "H", "H", "H", "H", "H", "H", "H", "H", "H", "H", "H", "H", "H", "O", "C", "O", "C", "C", "C", "C", "N", "C", "C", "C", "C", "C", "C", "C", "H", "H", "H", "H", "H", "H", "H", "H", "H", "H", "H", "H", "H", "H", "H"],
  "coordinates": [[1.683, 6.081, -4.131], [1.824, 4.922, -3.251], [1.748, 4.989, -1.916], [1.559, 6.048, -1.332], [1.874, 3.660, -1.151], [0.493, 2.992, -1.087], [0.524, 1.633, -0.384], [-1.013, 0.698, -0.570], [-0.722, -0.042, -2.193], [2.438, 3.797, 0.201], [3.682, 4.145, 0.527], [4.689, 4.471, -0.559], [4.024, 4.179, 1.698], [0.696, 6.529, -3.992], [1.800, 5.786, -5.175], [2.437, 6.830, -3.880], [1.971, 4.021, -3.677], [2.530, 3.007, -1.726], [-0.206, 3.644, -0.560], [0.127, 2.853, -2.104], [1.350, 1.037, -0.774], [0.695, 1.795, 0.680], [-0.626, 0.745, -2.941], [-1.568, -0.676, -2.461], [0.189, -0.638, -2.177], [1.819, 3.667, 0.985], [4.760, 3.645, -1.262], [5.661, 4.633, -0.094], [4.384, 5.384, -1.067], [-6.887, -4.466, 2.737], [-5.867, -4.609, 3.392], [-5.870, -5.144, 4.634], [-4.576, -4.198, 2.813], [-4.515, -3.550, 1.569], [-3.288, -3.172, 1.022], [-2.084, -3.435, 1.691], [-0.852, -3.094, 1.113], [-0.743, -3.002, -0.354], [0.695, -3.212, -0.825], [1.708, -2.285, -0.136], [1.251, -1.804, 1.250], [0.333, -2.806, 1.950], [-2.145, -4.071, 2.935], [-3.370, -4.447, 3.492], [-6.803, -5.344, 4.804], [-5.430, -3.335, 1.021], [-3.291, -2.659, 0.068], [-1.117, -2.035, -0.675], [-1.364, -3.772, -0.825], [0.969, -4.249, -0.605], [0.752, -3.081, -1.910], [1.896, -1.410, -0.765], [2.657, -2.824, -0.038], [0.703, -0.865, 1.143], [2.126, -1.604, 1.876], [0.878, -3.735, 2.150], [0.026, -2.377, 2.910], [-1.236, -4.302, 3.478], [-3.378, -4.947, 4.457]],
  "mulliken_charge": [-0.891, -0.112, -0.011, -0.662, 0.135, -0.845, -0.641, -0.054, -0.800, -0.015, 0.630, -1.012, -0.675, 0.283, 0.341, 0.276, 0.268, 0.391, 0.277, 0.333, 0.275, 0.542, 0.367, 0.380, 0.081, 0.257, 0.314, 0.320, 0.249, -0.609, 0.600, -0.453, 0.167, -0.968, -0.059, 0.731, 0.335, -0.344, -1.096, -0.438, -0.393, -1.092, -0.468, -0.912, 0.346, 0.398, 0.346, -0.063, 0.518, 0.375, 0.424, 0.131, 0.350, -0.061, 0.471, 0.345, 0.634, 0.408, 0.377]
}



Last place for stability: model one